56
Properties=species:S:1:pos:R:3 method="wB97M-V/def2-TZVPD" total_energy_ev=-995566.3495 charge=0 lumo_ha=0.0018 homo_lumo_gap_ev=10.017 fmax_ev_per_a=2.45 relative_energy_kcal_mol=50.7 mol_weight_g_mol=1315.034
Br 3.52235 1.04942 -0.04086
C 4.58020 -0.41713 -0.94662
C 5.34129 -1.25491 0.02707
Br 6.79286 -2.14624 -0.95525
H 5.28607 0.04060 -1.63967
H 3.87584 -0.92350 -1.60659
H 4.66025 -2.02542 0.38845
H 5.75809 -0.82122 0.93607
Br -5.78431 3.53163 2.75431
C -4.36489 2.99279 1.38489
C -4.47342 1.44639 1.28479
Br -6.23933 1.04188 0.51616
H -3.36348 3.22037 1.75025
H -4.55143 3.52810 0.45391
H -4.53297 1.05570 2.30062
H -3.72991 0.98192 0.63706
Br 1.49476 3.95069 -0.69752
C -0.20556 4.78899 -1.20440
C 0.12742 6.22816 -1.81722
Br -1.53486 6.97696 -2.59665
H -0.82600 4.88067 -0.31290
H -0.67671 4.28585 -2.04877
H 0.81912 5.99988 -2.62811
H 0.66833 6.89180 -1.14261
Br 3.97789 -5.53282 0.71805
C 3.60735 -5.71479 -1.29378
C 3.09307 -4.32485 -1.77497
Br 2.19300 -4.45507 -3.53763
H 2.88980 -6.50478 -1.51545
H 4.55859 -5.90788 -1.78973
H 3.85500 -3.54684 -1.82238
H 2.30713 -4.06779 -1.06481
Br -0.85158 1.50434 1.43488
C -0.58167 -0.16864 0.60612
C 0.08857 0.28216 -0.73641
Br 1.16771 -1.33783 -1.33423
H -1.56545 -0.60555 0.43468
H -0.00277 -0.84262 1.23757
H 0.66515 1.20694 -0.75716
H -0.74119 0.39354 -1.43442
Br -3.42114 -1.42426 -1.10674
C -4.64505 -1.30940 -2.66824
C -5.15568 -2.78193 -2.77424
Br -6.29741 -2.99129 -4.34517
H -4.23974 -1.03368 -3.64179
H -5.44849 -0.62060 -2.40718
H -5.68689 -3.17524 -1.90751
H -4.22424 -3.34708 -2.80783
Br 0.37604 -1.79087 5.34223
C 1.49377 -0.45725 4.40291
C 1.47056 0.85945 5.17749
Br 2.68024 0.67720 6.76538
H 1.03656 -0.27866 3.42969
H 2.50773 -0.84315 4.29765
H 0.44556 1.10194 5.45797
H 1.80392 1.73390 4.61865



56
Properties=species:S:1:pos:R:3 method="wB97M-V/def2-TZVPD" total_energy_ev=-190286.8530 charge=0 lumo_ha=0.0085 homo_lumo_gap_ev=10.901 fmax_ev_per_a=2.18 relative_energy_kcal_mol=31.6 mol_weight_g_mol=692.720
Cl 2.44527 7.56359 -0.28142
C 1.10731 6.52323 -0.68843
C 0.88367 5.40770 0.30177
Cl -0.52436 4.54030 -0.26002
H 1.36442 6.16320 -1.68461
H 0.22493 7.15384 -0.79724
H 0.62139 5.71410 1.31440
H 1.59626 4.65281 0.63410
Cl 1.55024 -1.57964 -0.56974
C 0.32706 -0.31475 -0.54396
C 0.87134 1.14418 -0.53862
Cl 1.68304 1.45020 1.01838
H -0.35199 -0.43982 0.29945
H -0.17379 -0.40990 -1.50739
H 0.06693 1.87602 -0.61232
H 1.59172 1.29978 -1.34170
Cl -2.84871 1.98501 -0.50604
C -2.58949 2.12488 1.22958
C -3.15726 3.41244 1.82849
Cl -4.89913 3.59226 1.49337
H -1.52472 2.10434 1.46183
H -3.18715 1.30890 1.63588
H -2.62357 4.28942 1.46220
H -3.08626 3.40020 2.91611
Cl 0.53551 -7.29764 0.03840
C 0.63143 -5.55125 -0.08829
C 0.96481 -5.14900 -1.51306
Cl -0.41911 -5.44178 -2.57094
H 1.45433 -5.19934 0.53387
H -0.30606 -5.03838 0.12660
H 1.86786 -5.63976 -1.87605
H 1.27322 -4.10365 -1.49857
Cl 0.67436 -3.30077 2.48509
C 0.20083 -1.75485 3.23562
C -1.28515 -1.59403 3.21190
Cl -1.79021 -0.14547 4.18328
H 0.67045 -0.95613 2.66151
H 0.53466 -1.61968 4.26440
H -1.77988 -2.47720 3.61607
H -1.63135 -1.39786 2.19712
Cl -5.66378 -1.65069 -1.65051
C -4.53637 -2.95007 -2.22858
C -3.19318 -2.29244 -2.35389
Cl -2.45479 -1.80366 -0.78412
H -4.90957 -3.33766 -3.17652
H -4.63183 -3.64410 -1.39353
H -3.27502 -1.39040 -2.96028
H -2.56341 -3.00872 -2.88155
Cl 5.48907 0.30741 1.05259
C 5.11454 1.04247 -0.47829
C 4.79593 -0.02071 -1.55243
Cl 6.22810 -1.05753 -1.98015
H 5.91189 1.76252 -0.66230
H 4.28244 1.71621 -0.27388
H 4.57759 0.62028 -2.40657
H 3.86560 -0.58856 -1.54118



48
Properties=species:S:1:pos:R:3 method="wB97M-V/def2-TZVPD" total_energy_ev=-55465.5056 charge=-2 lumo_ha="0.1960 / 0.1240" homo_lumo_gap_ev="2.472 / 5.365" fmax_ev_per_a=2.43 spin_multiplicity=5 relative_energy_kcal_mol=10.7 s2=6.018 mol_weight_g_mol=433.788
C 0.09044 -1.65920 -2.20404
C 0.94999 -0.52444 -2.35775
C 0.12262 0.65019 -2.45457
C 2.40612 -0.53217 -2.42923
C -1.24168 0.23968 -2.34270
C -1.25905 -1.18467 -2.17954
C -2.45437 -2.01694 -2.03434
C 0.50853 -3.05179 -2.04099
C 0.60529 2.02237 -2.52851
C -2.42183 1.11979 -2.32851
Pd -0.42571 -0.93075 0.97141
Cl 2.77672 1.71893 0.11828
Cl 1.70560 -1.84490 1.05225
O -2.28760 -0.16631 0.93254
H 2.78158 -1.55910 -2.33717
H 2.85685 0.08116 -1.61408
H 2.71589 -0.09605 -3.39466
H 1.42229 2.21236 -1.80358
H -0.19423 2.74663 -2.32213
H 1.00820 2.25838 -3.52798
H -2.15531 2.14944 -2.04590
H -3.19783 0.75336 -1.63508
H -2.81215 1.13576 -3.35426
H -3.29355 -1.42645 -1.65450
H -2.29161 -2.80705 -1.28961
H -2.72434 -2.44525 -3.01431
H 1.51051 -3.12231 -1.60630
H 0.51462 -3.53298 -3.03146
H -0.15859 -3.58969 -1.35304
H -2.20010 0.79374 0.80252
O -1.35137 -2.69651 0.71691
H -2.24498 -2.49660 1.04676
C 1.78940 -0.24077 3.87477
Si 0.63787 1.00462 3.13480
C -1.07832 0.88249 3.89524
C 1.34680 2.72028 3.38311
C 0.43290 0.77740 1.22110
H 1.94145 -0.06089 4.94965
H 2.76453 -0.15554 3.37717
H 1.41771 -1.25364 3.72805
H -1.07070 0.68400 4.97624
H -1.61075 1.82759 3.73780
H -1.65035 0.08788 3.36924
H 2.24534 2.82079 2.75898
H 0.62908 3.48706 3.06911
H 1.61832 2.92543 4.43184
H -0.10308 1.59928 0.68745
H 1.42882 0.69536 0.64897



76
Properties=species:S:1:pos:R:3 method="wB97M-V/def2-TZVPD" total_energy_ev=-179193.4713 charge=+1 lumo_ha="-0.1276 / -0.3623" homo_lumo_gap_ev="9.939 / 3.181" fmax_ev_per_a=4.40 spin_multiplicity=2 s2=0.753 mol_weight_g_mol=914.568
C 14.54240 -23.02733 -22.41573
C 13.84407 -22.57328 -23.69149
O 14.80661 -22.50386 -24.71772
S 16.36294 -23.12415 -24.28027
O 17.47665 -22.27709 -24.70159
O 16.36516 -24.58344 -24.31658
O 15.94026 -22.71404 -22.70928
H 14.50028 -24.06637 -22.08905
H 14.26617 -22.43277 -21.54492
H 13.27507 -21.64359 -23.68781
H 13.18801 -23.42167 -23.88618
C 16.65595 -18.91198 -22.81176
C 17.76905 -19.48988 -21.85132
O 17.39101 -19.08391 -20.55235
S 15.71925 -18.90577 -20.41888
O 15.39508 -17.82752 -19.46770
O 15.09524 -20.25598 -20.32031
O 15.61976 -18.41599 -21.97366
H 16.33086 -19.76134 -23.41259
H 17.10631 -18.12121 -23.41174
H 18.68541 -18.92835 -22.03317
H 17.85540 -20.56809 -21.98582
C 10.37932 -20.32426 -26.15461
C 8.92697 -20.64022 -26.08246
O 8.72251 -21.78532 -25.22502
S 10.22937 -22.27829 -24.65337
O 10.35327 -23.72766 -24.74888
O 10.59828 -21.64538 -23.34025
O 11.01387 -21.60641 -25.93399
H 10.80252 -19.56795 -25.49356
H 10.67488 -19.98466 -27.14729
H 8.57317 -20.78796 -27.10280
H 8.41303 -19.84907 -25.53654
C 11.52703 -13.12022 -25.89684
C 12.93099 -13.74166 -25.59302
O 12.88398 -15.11550 -25.75414
S 11.31320 -15.59588 -25.86758
O 10.72827 -15.62794 -24.48645
O 11.24000 -16.77740 -26.71155
O 10.89044 -14.18284 -26.58413
H 11.62970 -12.16594 -26.41348
H 11.01258 -12.88100 -24.96614
H 13.31704 -13.65366 -24.57748
H 13.66129 -13.26068 -26.24374
C 15.05643 -17.11511 -27.25960
C 14.94677 -17.30964 -25.78395
O 14.18209 -18.54635 -25.59836
S 14.63815 -19.61094 -26.76583
O 13.56358 -20.51197 -27.19568
O 15.88585 -20.28616 -26.31853
O 14.97202 -18.42814 -27.84368
H 16.04045 -16.66512 -27.39116
H 14.34448 -16.37433 -27.62358
H 14.48795 -16.49296 -25.22663
H 15.86852 -17.39856 -25.20902
C 17.01430 -14.81987 -22.29122
C 15.90592 -13.77295 -22.22342
O 15.74475 -13.13356 -23.46846
S 16.98414 -13.39074 -24.44382
O 18.17572 -12.51150 -24.30262
O 16.41755 -13.54467 -25.79905
O 17.23371 -14.87967 -23.74269
H 16.62779 -15.78174 -21.95429
H 17.88392 -14.48413 -21.72630
H 16.18293 -12.99756 -21.50919
H 14.93874 -14.22397 -22.00152
C 12.26890 -17.74438 -22.82864
Cl 12.87682 -16.33078 -22.00662
Cl 13.02090 -19.36595 -22.42823
H 11.24744 -17.93916 -22.50186
H 12.09458 -17.65278 -23.90070
C 8.21349 -17.01485 -21.40896
Cl 9.68211 -16.72249 -20.38683
Cl 8.68915 -18.21082 -22.72792
H 7.48816 -17.52006 -20.77118
H 7.93765 -16.08644 -21.90903